Entry from the Open Molecules 2025 dataset: a cluster of 6 separate species, C25H43B2F15N3O11 in total (ωB97M-V/def2-TZVPD).

Its LUMO energy is 1.86 eV. The calculation puts the electronic energy at -3518.125224 Ha. As for the HOMO energy: -3.90 eV. As for the charge: -1.

Last column: Mulliken charge in e.
Positions of all 99 atoms, in Å:
C  -0.64577  -0.64669  -1.67103  -0.93
N  -0.49104  -1.66641  -2.70126  0.08
C  -0.07714  -1.12228  -4.04203  -1.00
B  1.49458  -1.40064  -4.49989  0.67
C  2.47889  -0.12168  -4.21669  -0.53
N  2.70100  0.20768  -2.77425  -0.46
B  1.91226  -2.89274  -3.74707  0.02
O  1.53657  -4.14647  -4.29638  -0.73
N  2.61720  -3.04149  -2.43926  0.74
C  2.33214  -4.24155  -1.66681  -1.25
C  4.05422  -2.81879  -2.52626  -0.94
H  0.09332  0.14358  -1.82599  0.39
H  -1.64681  -0.18354  -1.66583  0.30
H  -0.46984  -1.08177  -0.67886  0.10
H  -1.39590  -2.10306  -2.81712  0.24
H  -0.33112  -0.04493  -4.07629  0.24
H  -0.72325  -1.63010  -4.77386  0.24
H  1.46312  -1.57414  -5.72159  -0.31
H  2.04619  0.77838  -4.68935  0.03
H  3.46002  -0.25380  -4.70120  0.23
H  2.18662  -0.45322  -2.20315  -0.08
H  3.67655  0.12846  -2.52107  0.27
H  0.59091  -4.20537  -4.44323  0.25
H  1.28610  -4.22908  -1.34813  0.29
H  2.95948  -4.25589  -0.76490  0.34
H  2.51072  -5.17314  -2.22163  0.29
H  4.59853  -3.76961  -2.64108  0.39
H  4.43705  -2.31136  -1.62580  -0.08
H  4.29900  -2.18602  -3.38246  0.29
C  2.20492  -1.12722  1.02183  -1.00
C  3.67549  -0.92072  0.77999  0.08
O  4.18198  -0.02752  1.81938  -0.38
C  4.54734  -0.60093  2.94085  0.39
O  4.68653  -1.76323  3.18620  -0.54
C  4.76448  0.48041  4.03011  0.84
F  3.73103  1.33966  4.01021  -0.23
F  5.89851  1.16431  3.84928  -0.27
F  4.79982  -0.07329  5.23971  -0.26
H  1.71390  -0.15601  1.05179  0.32
H  1.75983  -1.71981  0.22029  0.12
H  2.02885  -1.63689  1.97159  0.52
H  3.82935  -0.39374  -0.15852  -0.01
H  4.25357  -1.84164  0.76857  0.35
C  -0.53778  -0.25070  6.50056  -1.44
C  -1.27598  0.94792  5.95355  0.01
O  -1.13037  1.02827  4.51152  -0.08
C  -1.94492  0.28446  3.78678  0.25
O  -2.80481  -0.45266  4.17513  -0.57
C  -1.65990  0.53124  2.28297  0.90
F  -0.34909  0.56333  2.05904  -0.17
F  -2.18314  1.71619  1.93467  -0.25
F  -2.20589  -0.40976  1.52425  -0.25
H  0.51295  -0.21791  6.21182  0.26
H  -0.59803  -0.24640  7.58954  0.40
H  -0.97451  -1.17866  6.13356  0.39
H  -0.85580  1.88483  6.31219  0.34
H  -2.33804  0.91746  6.19489  0.43
C  1.54288  -0.92824  -11.70358  -1.10
C  2.39900  -0.00860  -10.86196  -0.24
O  1.59520  0.75028  -9.93333  -0.33
C  1.27115  0.10563  -8.80928  0.27
O  1.56270  -1.01127  -8.52433  -0.47
C  0.46006  1.06382  -7.90072  1.01
F  -0.48487  1.68828  -8.63511  -0.29
F  1.27101  2.00664  -7.40433  -0.28
F  -0.13172  0.43887  -6.90760  -0.23
H  0.77269  -0.36078  -12.22664  0.30
H  2.16557  -1.43413  -12.44304  0.36
H  1.06484  -1.68237  -11.08054  0.32
H  2.89484  0.74684  -11.46805  0.33
H  3.14957  -0.56673  -10.30311  0.32
C  2.36672  3.70909  5.48925  -1.31
C  1.21148  3.14325  4.69657  -0.15
O  -0.00017  3.06418  5.50410  -0.38
C  -0.71044  4.16734  5.61635  0.28
O  -0.49095  5.24227  5.14609  -0.55
C  -1.98181  3.87906  6.45524  0.91
F  -1.70694  3.14017  7.53841  -0.23
F  -2.86946  3.19872  5.71277  -0.22
F  -2.55001  5.00894  6.85494  -0.27
H  2.53298  3.12009  6.39168  0.30
H  3.26867  3.66888  4.88002  0.37
H  2.18820  4.74469  5.77654  0.41
H  1.38862  2.11285  4.40110  0.24
H  0.99865  3.73253  3.80601  0.39
C  -5.58811  0.27506  2.58644  -0.78
C  -6.14117  -0.31862  3.85668  -0.18
O  -7.32059  0.40781  4.31133  -0.34
C  -8.46339  0.07365  3.75050  0.34
O  -8.66568  -0.76078  2.91963  -0.51
C  -9.61424  0.90953  4.36710  0.91
F  -9.28810  2.19924  4.49040  -0.25
F  -9.90724  0.43977  5.59077  -0.26
F  -10.70875  0.82559  3.61889  -0.24
H  -5.36026  1.33266  2.72302  0.30
H  -4.67135  -0.25219  2.32647  0.03
H  -6.28882  0.17693  1.75796  0.44
H  -5.43816  -0.22659  4.67979  0.23
H  -6.40651  -1.36769  3.73425  0.31